(1)
Below is a cluster of 10 separate species, C51H112N3O13 in total in a non-equilibrium geometry, with properties calculated with ωB97M-V/def2-TZVPD.

Values from the calculation:
Gap between HOMO and LUMO ... 6.93 eV
Highest occupied orbital energy ... -11.19 eV

```
! wB97M-V def2-TZVPD RIJCOSX def2/J DEFGRID3
* xyz 1 1
C 1.85 -6.21 -0.05
C 3.12 -6.89 0.69
C 4.39 -6.74 -0.31
C 4.95 -5.23 -0.19
C 4.34 -4.24 -1.32
C 5.07 -2.80 -1.11
C 4.63 -1.70 -2.19
C 3.29 -0.93 -1.82
N 2.06 -1.57 -2.07
N 0.96 -0.91 -1.76
C -0.31 -1.71 -2.02
C -0.28 -3.01 -1.08
C -1.72 -3.68 -0.87
C -2.61 -2.94 0.25
C -4.14 -3.40 0.10
O -4.98 -2.26 -0.30
C -4.53 -1.73 -1.54
C -4.46 -2.53 -2.92
O -4.15 -0.53 -1.54
C 0.71 0.38 -1.24
C 1.98 1.27 -0.96
C 1.86 2.76 -0.42
C 1.87 2.90 1.18
C 0.66 2.56 2.16
N 2.97 3.37 1.74
C 3.29 0.51 -1.26
C 4.71 1.22 -0.99
O 5.44 0.40 -0.04
C 4.79 0.33 1.22
C 3.83 -0.84 1.72
O 5.03 1.27 2.03
H 1.83 -5.09 0.20
H 2.07 -6.28 -1.18
H 0.85 -6.71 0.21
H 3.32 -6.28 1.64
H 2.93 -7.99 0.96
H 5.16 -7.51 0.07
H 4.14 -7.05 -1.38
H 4.74 -4.82 0.87
H 6.10 -5.31 -0.27
H 4.65 -4.65 -2.34
H 3.21 -4.13 -1.24
H 6.19 -3.01 -1.30
H 5.00 -2.46 -0.02
H 5.53 -0.99 -2.31
H 4.51 -2.21 -3.21
H -0.34 -1.95 -3.14
H -1.24 -1.11 -1.75
H 0.40 -3.79 -1.59
H 0.11 -2.68 -0.06
H -2.25 -3.78 -1.88
H -1.53 -4.74 -0.48
H -2.25 -3.27 1.29
H -2.47 -1.79 0.22
H -4.47 -3.83 1.12
H -4.27 -4.19 -0.73
H -3.66 -2.00 -3.55
H -4.23 -3.64 -2.81
H -5.47 -2.44 -3.46
H -0.35 0.77 -1.05
H 2.68 3.37 -0.92
H 0.83 3.15 -0.77
H -0.16 1.92 1.70
H 1.06 2.16 3.16
H 0.17 3.57 2.42
H 3.63 3.56 0.96
H 5.32 1.21 -1.97
H 4.62 2.27 -0.57
H 3.19 -1.28 0.88
H 4.47 -1.69 2.14
H 3.09 -0.52 2.53
C -8.52 -5.39 -5.79
C -7.60 -5.00 -4.64
C -8.33 -5.05 -3.31
O -7.11 -3.68 -4.86
H -9.37 -4.70 -5.86
H -7.99 -5.34 -6.74
H -8.90 -6.41 -5.65
H -6.74 -5.67 -4.61
H -9.17 -4.35 -3.30
H -7.66 -4.75 -2.49
H -8.70 -6.05 -3.10
H -7.86 -3.07 -4.89
C 7.20 6.34 0.17
C 5.73 6.65 0.41
C 5.53 7.40 1.72
O 4.99 5.43 0.45
H 7.60 5.70 0.97
H 7.33 5.79 -0.76
H 7.79 7.26 0.13
H 5.34 7.25 -0.41
H 5.87 6.80 2.57
H 4.47 7.60 1.89
H 6.07 8.35 1.72
H 5.33 4.90 1.18
C -2.53 -5.16 -5.91
C -2.05 -6.13 -4.85
C -2.07 -7.56 -5.37
O -2.88 -6.03 -3.70
H -3.57 -5.38 -6.20
H -2.52 -4.13 -5.53
H -1.90 -5.20 -6.81
H -1.03 -5.87 -4.55
H -3.09 -7.87 -5.64
H -1.73 -8.26 -4.60
H -1.43 -7.68 -6.25
H -3.78 -6.27 -3.96
C 4.35 0.46 7.01
C 4.23 -0.83 6.23
C 5.59 -1.35 5.79
O 3.41 -0.62 5.08
H 4.81 1.25 6.40
H 3.37 0.83 7.31
H 4.96 0.33 7.91
H 3.73 -1.59 6.84
H 6.09 -0.62 5.13
H 5.48 -2.27 5.21
H 6.24 -1.54 6.65
H 3.84 0.05 4.53
C -9.32 -2.19 1.77
C -8.54 -2.33 0.47
C -8.27 -0.98 -0.16
O -9.28 -3.14 -0.44
H -10.29 -1.72 1.60
H -9.51 -3.18 2.21
H -8.76 -1.59 2.50
H -7.59 -2.84 0.66
H -9.21 -0.46 -0.40
H -7.73 -1.09 -1.10
H -7.69 -0.34 0.51
H -10.13 -2.70 -0.61
C -3.13 2.93 1.29
C -4.36 2.19 1.80
C -3.97 1.08 2.77
O -5.07 1.64 0.70
H -2.46 2.25 0.74
H -3.42 3.71 0.58
H -2.56 3.38 2.11
H -5.02 2.90 2.30
H -3.34 0.34 2.27
H -4.86 0.55 3.12
H -3.43 1.48 3.63
H -4.49 1.01 0.25
C 5.86 7.51 7.19
C 5.53 7.33 5.72
C 4.26 6.52 5.52
O 6.62 6.66 5.07
H 6.01 6.54 7.68
H 6.78 8.08 7.31
H 5.05 8.04 7.71
H 5.43 8.30 5.24
H 4.36 5.52 5.96
H 4.04 6.39 4.46
H 3.40 7.02 5.99
H 6.72 5.79 5.49
C 8.29 10.26 5.66
C 7.15 11.25 5.86
C 7.59 12.67 5.55
O 6.69 11.18 7.21
H 9.13 10.49 6.33
H 7.96 9.25 5.90
H 8.66 10.28 4.63
H 6.31 10.97 5.21
H 8.40 12.99 6.21
H 6.77 13.37 5.70
H 7.93 12.76 4.51
H 7.43 11.42 7.79
C -9.57 -3.01 -9.03
C -9.36 -1.66 -8.36
C -8.66 -0.68 -9.29
O -8.58 -1.83 -7.18
H -8.61 -3.46 -9.30
H -10.07 -3.70 -8.35
H -10.18 -2.91 -9.93
H -10.33 -1.25 -8.05
H -7.67 -1.05 -9.57
H -8.51 0.28 -8.79
H -9.24 -0.51 -10.20
H -7.72 -2.20 -7.44
*
```


(2)
Below is the molecule C5H5NO2 in a non-equilibrium geometry, with properties calculated with ωB97M-V/def2-TZVPD.

Values from the calculation:
Gap between HOMO and LUMO ... 8.91 eV
Structure (SMILES) ... C=C=C=NOC(C)=O
ΔE to the lowest compared entry with this formula, charge and spin ... 120.2 kcal per mole
Highest occupied orbital energy ... -8.92 eV

```
! wB97M-V def2-TZVPD RIJCOSX def2/J DEFGRID3
* xyz 0 1
C 2.62 -0.28 -0.11
C 1.62 -0.99 0.26
C -1.11 -0.33 0.03
C 3.83 0.16 -0.42
C -2.54 -0.52 -0.35
N 0.73 -1.75 0.62
O -0.45 0.67 -0.01
O -0.59 -1.67 0.24
H 4.59 -0.42 0.08
H 4.19 0.96 -1.08
H -2.55 -1.13 -1.31
H -3.35 -0.95 0.42
H -3.05 0.51 -0.65
*
```


(3)
Below is a cluster of 6 separate species, C14H14Cl12N2 in total, with properties calculated with ωB97M-V/def2-TZVPD.

Values from the calculation:
Gap between HOMO and LUMO ... 9.87 eV
Structure (SMILES) ... ClC(Cl)Cl.ClC(Cl)Cl.ClC(Cl)Cl.ClC(Cl)Cl.c1ccncc1.c1ccncc1
ΔE to the lowest compared entry with this formula, charge and spin ... 0.0 kcal per mole
Highest occupied orbital energy ... -9.55 eV

```
! wB97M-V def2-TZVPD RIJCOSX def2/J DEFGRID3
* xyz 0 1
N 1.27 2.04 1.53
C 2.00 3.04 1.02
C 1.65 4.38 1.11
C 0.45 4.67 1.76
C -0.33 3.66 2.27
C 0.11 2.35 2.09
H 2.88 2.75 0.47
H 2.32 5.14 0.75
H 0.12 5.70 1.86
H -1.24 3.85 2.83
H -0.46 1.51 2.48
N -1.34 3.52 -2.75
C -0.98 2.72 -1.74
C -1.58 1.51 -1.47
C -2.59 1.08 -2.33
C -3.00 1.91 -3.35
C -2.35 3.14 -3.52
H -0.12 3.07 -1.17
H -1.26 0.93 -0.62
H -2.91 0.05 -2.19
H -3.75 1.60 -4.06
H -2.65 3.86 -4.26
C 3.44 0.10 2.95
Cl 4.62 0.38 1.68
Cl 3.34 1.53 4.02
Cl 3.85 -1.35 3.89
H 2.46 -0.04 2.52
C 2.22 -6.44 -1.07
Cl 0.80 -5.72 -1.82
Cl 1.83 -7.97 -0.24
Cl 2.96 -5.33 0.08
H 2.94 -6.65 -1.85
C -3.46 -4.02 0.19
Cl -4.70 -5.25 -0.04
Cl -3.31 -3.05 -1.29
Cl -1.91 -4.77 0.63
H -3.77 -3.37 0.99
C 0.46 -2.20 -0.27
Cl -0.67 -1.37 0.82
Cl 2.11 -1.83 0.26
Cl 0.25 -1.86 -1.98
H 0.29 -3.27 -0.19
*
```


(4)
Below is the ion C3H9Cl2NP with charge +1 in a non-equilibrium geometry, with properties calculated with ωB97M-V/def2-TZVPD.

Values from the calculation:
Gap between HOMO and LUMO ... 10.13 eV
Structure (SMILES) ... C[N+](C)=P(C)(Cl)Cl
ΔE to the lowest compared entry with this formula, charge and spin ... 1.4 kcal per mole
Highest occupied orbital energy ... -14.33 eV

```
! wB97M-V def2-TZVPD RIJCOSX def2/J DEFGRID3
* xyz 1 1
C -0.11 -0.76 -1.99
C 0.85 0.84 -0.32
C -1.36 0.22 1.81
N -0.19 -0.08 -0.68
P -1.69 0.03 0.06
Cl -2.73 1.61 -0.36
Cl -2.56 -1.73 -0.15
H -0.39 -0.15 -2.80
H 1.00 -1.03 -2.14
H -0.71 -1.68 -2.03
H 0.65 1.19 0.74
H 1.85 0.34 -0.25
H 1.06 1.68 -0.92
H -2.29 -0.24 2.31
H -1.32 1.19 2.42
H -0.40 -0.28 2.04
*
```


(5)
Below is a cluster of 2 separate species, C2H4NO2 in total in a non-equilibrium geometry, with properties calculated with ωB97M-V/def2-TZVPD.

Values from the calculation:
Gap between HOMO and LUMO (spin up / spin down) ... 9.05 / 9.07 eV
ΔE to the lowest compared entry with this formula, charge and spin ... 66.6 kcal per mole
Highest occupied orbital energy (spin up / spin down) ... -15.47 / -15.47 eV

```
! wB97M-V def2-TZVPD RIJCOSX def2/J DEFGRID3
* xyz 1 1
C -2.34 -0.40 0.90
C 0.99 -0.17 -1.41
N 1.19 0.50 -0.21
O -3.40 -0.77 0.94
O -1.24 -0.02 0.86
H 1.42 -1.18 -1.42
H 1.23 1.53 -0.35
H 1.93 0.18 0.45
H 0.22 0.33 0.24
*
```


(6)
Below is a structure of composition C4H12IN2 in a non-equilibrium geometry, with properties calculated with ωB97M-V/def2-TZVPD.

Values from the calculation:
Gap between HOMO and LUMO ... 9.48 eV
ΔE to the lowest compared entry with this formula, charge and spin ... 26.7 kcal per mole
Highest occupied orbital energy ... -12.59 eV

```
! wB97M-V def2-TZVPD RIJCOSX def2/J DEFGRID3
* xyz 1 1
C 0.21 -1.79 0.50
C -1.05 1.76 -0.75
C -0.50 -0.78 -0.44
C -0.50 0.59 0.06
N 0.00 0.91 1.27
N -1.94 -0.67 0.07
I 4.86 0.04 -0.04
H -0.08 -2.75 0.20
H -0.21 -1.63 1.56
H 1.32 -1.75 0.51
H -1.80 1.35 -1.50
H -0.21 2.21 -1.35
H -1.42 2.49 -0.03
H -0.36 -0.97 -1.58
H 0.28 0.13 1.82
H -0.10 1.86 1.69
H -2.74 -0.58 -0.64
H 5.20 0.33 -1.48
H -2.21 -1.32 0.76
*
```


(7)
Below is a structure of composition C7H16N6O15Pb in a non-equilibrium geometry, with properties calculated with ωB97M-V/def2-TZVPD.

Values from the calculation:
Gap between HOMO and LUMO ... 5.69 eV
ΔE to the lowest compared entry with this formula, charge and spin ... 0.0 kcal per mole
Highest occupied orbital energy ... -2.00 eV

```
! wB97M-V def2-TZVPD RIJCOSX def2/J DEFGRID3
* xyz -2 1
Pb -5.45 14.42 18.80
O -3.22 15.63 21.68
C -4.54 15.39 22.07
O -5.38 15.34 21.13
O -4.72 15.26 23.28
H -3.24 15.69 20.70
O -7.29 10.70 20.86
C -7.24 12.05 21.24
O -7.53 12.31 22.40
O -6.89 12.83 20.31
H -7.22 10.72 19.90
O -1.02 15.56 18.34
C -2.20 16.29 18.44
O -3.20 15.71 18.92
O -2.13 17.43 17.96
H -1.24 14.69 18.70
O -9.05 17.37 17.88
C -8.39 16.44 18.69
O -7.48 15.77 18.12
O -8.77 16.39 19.85
H -9.60 17.76 18.58
C -2.54 12.65 19.76
O -3.72 12.65 19.46
N -1.55 12.39 18.84
N -2.12 13.02 20.99
H -0.59 12.60 19.03
H -1.80 12.13 17.90
H -2.80 13.19 21.72
H -1.15 13.12 21.20
C -3.61 13.95 15.47
O -4.22 14.03 16.53
N -4.01 13.14 14.44
N -2.47 14.67 15.24
H -4.99 12.93 14.47
H -3.43 13.13 13.62
H -2.02 14.67 14.35
H -2.11 15.30 15.95
C -7.18 12.24 16.19
O -6.92 12.61 17.30
N -7.45 13.14 15.16
N -7.26 10.93 15.79
H -7.89 12.80 14.33
H -7.41 14.12 15.36
H -7.61 10.74 14.87
H -6.87 10.19 16.35
*
```


(8)
Below is a cluster of 5 separate species, H11O5 in total in a non-equilibrium geometry, with properties calculated with ωB97M-V/def2-TZVPD.

Values from the calculation:
Gap between HOMO and LUMO (spin up / spin down) ... 3.48 / 11.88 eV
Expectation value of S² ... 0.751
ΔE to the lowest compared entry with this formula, charge and spin ... 36.8 kcal per mole
Highest occupied orbital energy (spin up / spin down) ... -3.04 / -11.49 eV

```
! wB97M-V def2-TZVPD RIJCOSX def2/J DEFGRID3
* xyz 0 2
O -0.75 1.00 -1.68
H -1.36 1.63 -1.24
H -0.37 1.42 -2.52
O 2.57 1.35 4.42
H 3.17 1.32 5.20
H 2.90 1.92 3.69
O -3.35 2.00 -0.39
H -4.06 2.58 -0.89
H -3.60 1.23 0.18
O 1.78 -2.81 -0.77
H 2.20 -3.69 -0.91
H 1.83 -2.79 0.24
O -0.28 -1.46 -1.45
H -0.30 -0.42 -1.67
H 0.72 -1.82 -1.10
H -0.92 -2.05 -1.98
*
```